Record 1
This record from the OMol25 dataset describes a cluster of 2 separate species, C3H11NOP in total. The level of theory is wB97M-V/def2-TZVPD.

```
17
Properties=species:S:1:pos:R:3:lowdin_charge:R:1
C 0.051 2.390 -0.045 0.1392
C -1.457 -1.706 0.225 -0.0094
C 0.499 -0.226 0.585 -0.3348
N -0.204 -1.152 -0.320 -0.0682
O 2.540 -0.574 -0.905 -0.3655
P 2.272 -0.479 0.718 0.8593
H -0.054 2.713 0.969 0.0085
H -0.833 2.269 -0.641 0.0014
H 0.986 2.536 -0.550 0.0047
H -1.875 -2.450 -0.452 0.1102
H -1.260 -2.178 1.188 0.1123
H -2.182 -0.906 0.370 0.1109
H -0.019 -0.090 1.526 0.0698
H 0.446 -1.919 -0.542 0.1571
H -0.383 -0.680 -1.219 0.1836
H 3.426 -0.838 -1.167 0.0605
H 2.624 0.861 0.965 -0.0397
```

Summary:
* total charge: +1
* HOMO-LUMO gap (alpha / beta): 7.57 / 8.74 eV
* total energy: -591.86789 hartree
* energy relative to the best compared isomer or geometry (same formula, charge and spin): 473.3 kJ/mol
* lowest unoccupied orbital energy (alpha / beta): -4.80 / -3.72 eV
* highest occupied orbital energy (alpha / beta): -12.37 / -12.46 eV



Record 2
This record from the OMol25 dataset describes a cluster of 13 separate species, C27H84N4O15 in total. The level of theory is wB97M-V/def2-TZVPD.

```
130
Properties=species:S:1:pos:R:3:lowdin_charge:R:1
C 13.954 -25.122 22.796 -0.1191
O 15.214 -25.291 22.155 -0.1477
H 13.893 -25.288 23.872 0.0847
H 13.748 -24.053 22.745 0.0764
H 13.198 -25.643 22.208 0.0832
H 15.162 -25.320 21.197 0.0956
C 14.278 -29.265 20.715 -0.2097
O 13.173 -29.211 19.910 -0.0940
H 14.816 -30.214 20.720 0.0741
H 14.881 -28.447 20.323 0.0746
H 14.041 -28.950 21.731 0.0807
H 12.930 -30.131 19.782 0.0813
C 18.034 -23.005 22.246 -0.1397
O 16.757 -23.001 22.861 -0.1452
H 18.790 -22.320 22.630 0.0636
H 18.442 -24.013 22.323 0.0793
H 17.900 -22.699 21.208 0.0842
H 16.290 -23.838 22.911 0.0369
C 16.873 -31.662 22.569 -0.1230
O 17.006 -32.413 23.751 -0.1169
H 16.273 -30.762 22.700 0.0818
H 17.887 -31.327 22.350 0.0587
H 16.565 -32.308 21.747 0.0990
H 16.231 -32.977 23.795 0.1103
C 20.447 -21.849 26.083 -0.1786
O 19.487 -21.128 25.319 -0.1386
H 20.482 -22.933 25.968 0.0486
H 21.397 -21.549 25.643 0.0678
H 20.356 -21.577 27.134 0.0751
H 18.746 -21.718 25.161 0.0222
C 18.204 -32.167 26.948 -0.1133
O 17.152 -31.516 26.215 -0.1490
H 17.873 -33.135 27.323 0.0750
H 19.133 -32.412 26.434 0.0662
H 18.434 -31.436 27.723 0.0823
H 17.172 -31.803 25.299 0.0123
C 19.905 -29.698 19.549 -0.1412
O 19.991 -28.386 18.911 -0.1110
H 19.488 -29.610 20.552 0.0556
H 19.391 -30.429 18.925 0.0845
H 20.849 -30.185 19.794 0.0486
H 20.315 -28.648 18.046 0.0653
C 20.768 -28.347 30.232 -0.0964
C 22.111 -27.909 29.676 -0.3940
C 22.130 -26.362 29.713 -0.2348
O 23.394 -26.211 29.172 -0.2084
C 23.749 -24.810 28.995 -0.0698
N 23.247 -28.577 30.495 0.0594
H 19.872 -27.931 29.771 0.0767
H 20.677 -28.065 31.281 0.0714
H 20.898 -29.426 30.152 0.0766
H 21.987 -28.264 28.652 0.1266
H 21.991 -26.093 30.760 0.1286
H 21.361 -25.911 29.087 0.1212
H 23.577 -24.171 29.862 0.0884
H 23.316 -24.360 28.102 0.0754
H 24.806 -24.783 28.730 0.0811
H 23.257 -28.401 31.490 0.0579
H 23.999 -27.954 30.235 0.0402
C 19.053 -28.514 25.911 -0.0443
C 19.580 -27.352 25.117 -0.4095
C 18.724 -26.966 23.854 -0.1490
O 18.225 -28.148 23.194 -0.2014
C 17.515 -27.958 21.935 -0.0801
N 19.820 -26.191 25.947 0.0709
H 19.804 -28.727 26.672 0.0767
H 18.866 -29.379 25.275 0.0514
H 18.181 -28.407 26.556 0.0737
H 20.477 -27.704 24.607 0.1233
H 19.280 -26.387 23.117 0.0975
H 17.869 -26.353 24.137 0.1083
H 16.564 -27.459 22.120 0.0633
H 17.284 -28.939 21.519 0.0560
H 18.044 -27.467 21.118 0.0872
H 20.274 -26.442 26.814 0.0735
H 20.461 -25.676 25.361 0.0389
C 16.966 -24.255 27.423 -0.0589
C 16.660 -23.822 26.037 -0.4330
C 15.717 -22.607 26.030 -0.1615
O 14.496 -22.961 26.701 -0.1862
C 13.546 -21.972 26.581 -0.1443
N 17.949 -23.764 25.392 0.0644
H 17.808 -24.947 27.378 0.0667
H 16.071 -24.691 27.866 0.0696
H 17.324 -23.450 28.065 0.0882
H 16.141 -24.655 25.564 0.1286
H 15.571 -22.238 25.015 0.1100
H 16.133 -21.780 26.605 0.1266
H 13.979 -21.162 27.168 0.0854
H 12.577 -22.203 27.023 0.0898
H 13.399 -21.576 25.576 0.0848
H 17.753 -23.609 24.414 0.0239
H 18.263 -24.724 25.379 0.0260
C 20.620 -30.859 23.702 -0.0565
C 20.963 -31.888 22.585 -0.4218
C 22.469 -32.251 22.516 -0.1981
O 23.316 -31.146 22.617 -0.1683
C 23.384 -30.243 21.533 -0.1024
N 20.061 -32.981 22.849 0.0513
H 21.118 -29.927 23.439 0.0649
H 21.037 -31.140 24.669 0.0901
H 19.546 -30.669 23.704 0.0507
H 20.662 -31.303 21.715 0.1012
H 22.413 -32.917 21.655 0.1215
H 22.843 -32.852 23.344 0.1297
H 23.586 -30.609 20.526 0.0890
H 24.183 -29.537 21.758 0.0900
H 22.453 -29.678 21.472 0.0659
H 20.315 -33.323 23.764 0.0757
H 19.133 -32.584 22.881 0.0152
C 21.886 -24.807 23.219 -0.2296
C 21.517 -23.347 22.822 -0.2542
O 21.112 -23.073 21.522 -0.0515
O 22.134 -25.012 24.572 -0.0638
H 22.820 -24.973 22.682 0.1211
H 21.208 -25.587 22.872 0.1032
H 22.366 -22.714 23.080 0.1201
H 20.740 -22.949 23.473 0.0861
H 20.921 -22.132 21.502 0.0948
H 23.093 -24.983 24.587 0.1021
C 14.978 -28.692 27.062 -0.2243
C 15.174 -27.919 28.365 -0.2484
O 16.257 -28.333 29.170 -0.0690
O 14.905 -30.138 27.107 -0.0713
H 15.725 -28.320 26.361 0.1024
H 14.020 -28.425 26.614 0.1102
H 14.368 -28.179 29.050 0.1103
H 15.025 -26.846 28.239 0.1042
H 15.909 -28.853 29.898 0.0826
H 15.759 -30.429 26.781 0.0191
```

Summary:
* total charge: 0
* HOMO-LUMO gap: 9.19 eV
* total energy: -2426.33199 hartree
* energy relative to the best compared isomer or geometry (same formula, charge and spin): 923.6 kJ/mol
* lowest unoccupied orbital energy: 0.21 eV
* highest occupied orbital energy: -8.98 eV



Record 3
This record from the OMol25 dataset describes a structure of composition C42H105F4K2N2O36P7S4. The level of theory is wB97M-V/def2-TZVPD.

```
202
Properties=species:S:1:pos:R:3:lowdin_charge:R:1
K -3.644 -2.778 -3.130 0.8962
K -6.775 0.234 -0.887 0.9266
N -7.196 -1.904 -4.722 -0.2975
S -7.237 -1.001 -6.173 0.6108
O -8.337 -0.122 -6.420 -0.2595
O -6.613 -1.627 -7.375 -0.2895
F -6.059 0.048 -5.642 -0.2604
S -7.762 -3.129 -5.386 0.3599
O -6.792 -4.006 -5.994 -0.2954
O -9.144 -3.120 -5.821 -0.2713
F -8.089 -3.930 -4.053 -0.2280
N -2.621 0.129 -0.482 -0.3101
S -1.874 0.052 1.030 0.5450
O -2.516 0.863 2.042 -0.2857
O -0.431 -0.014 0.975 -0.2723
F -2.411 -1.466 1.309 -0.2389
S -1.807 1.409 -0.876 0.4610
O -0.660 1.238 -1.731 -0.2751
O -1.922 2.560 0.040 -0.2986
F -2.919 1.864 -1.983 -0.2576
C 10.123 5.134 -3.066 -0.0895
C 9.223 5.764 -2.004 -0.2390
O 8.549 4.692 -1.277 -0.2066
P 9.155 4.137 0.128 0.4906
O 9.116 5.154 1.207 -0.2517
O 8.190 2.851 0.408 -0.2040
C 6.918 3.067 1.059 -0.2476
C 5.799 3.038 0.031 -0.0764
O 10.610 3.564 -0.352 -0.2105
C 11.069 2.234 0.040 -0.2327
C 11.867 1.768 -1.147 -0.0789
H 9.597 4.298 -3.527 0.0793
H 10.436 5.856 -3.821 0.0758
H 11.021 4.722 -2.604 0.0577
H 9.890 6.354 -1.376 0.1161
H 8.488 6.348 -2.557 0.1161
H 6.788 2.315 1.837 0.1167
H 6.798 4.006 1.599 0.1078
H 6.050 2.869 -1.016 0.0754
H 5.096 2.232 0.246 0.0696
H 5.194 3.935 -0.102 0.0700
H 11.787 2.405 0.842 0.1194
H 10.230 1.609 0.346 0.1106
H 11.488 2.095 -2.115 0.0732
H 12.887 2.146 -1.224 0.0807
H 11.800 0.680 -1.152 0.0782
C 1.392 5.725 4.634 -0.0716
C 0.805 5.635 3.233 -0.3117
O 1.679 6.275 2.400 -0.2069
P 1.509 7.781 1.834 0.5159
O 0.859 8.724 2.808 -0.2532
O 2.949 8.107 1.137 -0.2052
C 4.166 8.145 1.901 -0.2246
C 4.441 9.638 2.335 -0.0598
O 0.563 7.472 0.536 -0.1801
C 1.111 6.817 -0.653 -0.2726
C 0.076 6.606 -1.727 -0.0800
H 2.351 5.206 4.615 0.0760
H 1.558 6.757 4.943 0.0728
H 0.688 5.332 5.367 0.0737
H 0.749 4.581 2.957 0.1238
H -0.194 6.067 3.176 0.1228
H 4.227 7.353 2.648 0.1123
H 4.951 7.857 1.201 0.1099
H 3.637 10.036 2.955 0.0680
H 5.396 9.699 2.858 0.0654
H 4.674 10.394 1.585 0.0697
H 1.979 7.304 -1.097 0.1106
H 1.471 5.817 -0.409 0.1120
H -0.824 6.095 -1.385 0.0797
H -0.257 7.591 -2.054 0.0740
H 0.482 6.156 -2.633 0.0817
C -10.347 -2.986 6.678 -0.0587
C -10.715 -2.033 5.541 -0.2739
O -11.150 -2.656 4.309 -0.2031
P -10.018 -2.867 3.116 0.5290
O -9.401 -1.669 2.548 -0.2428
O -10.811 -3.832 2.061 -0.1791
C -11.674 -4.893 2.395 -0.3141
C -12.585 -5.441 1.340 -0.0740
O -8.947 -3.946 3.825 -0.2134
C -7.760 -4.349 3.052 -0.2631
C -7.916 -5.749 2.466 -0.0669
H -10.235 -2.408 7.595 0.0804
H -11.170 -3.699 6.729 0.0855
H -9.368 -3.392 6.424 0.0659
H -11.643 -1.541 5.834 0.1132
H -10.054 -1.205 5.285 0.1153
H -11.214 -5.643 3.039 0.1223
H -12.423 -4.497 3.081 0.1063
H -12.080 -6.006 0.557 0.0707
H -13.233 -6.234 1.713 0.0873
H -13.071 -4.621 0.811 0.0871
H -7.487 -3.615 2.294 0.0983
H -6.846 -4.293 3.643 0.1128
H -6.937 -5.929 2.023 0.0779
H -8.150 -6.455 3.263 0.0824
H -8.727 -5.738 1.737 0.0703
C 2.222 -3.196 -2.181 -0.0590
C 2.485 -3.384 -3.723 -0.2480
O 2.529 -2.058 -4.244 -0.1882
P 1.655 -1.753 -5.572 0.5003
O 0.176 -2.101 -5.501 -0.2797
O 2.012 -0.190 -5.780 -0.1765
C 3.307 0.294 -6.004 -0.2818
C 3.195 1.824 -6.202 -0.0522
O 2.407 -2.539 -6.746 -0.1956
C 1.801 -3.047 -7.930 -0.2664
C 2.289 -2.216 -9.102 -0.0669
H 2.951 -2.619 -1.612 0.0759
H 1.213 -2.793 -2.087 0.0681
H 2.147 -4.126 -1.617 0.0656
H 3.346 -4.031 -3.891 0.1183
H 1.561 -3.825 -4.096 0.0978
H 4.083 0.063 -5.274 0.1176
H 3.683 -0.267 -6.860 0.1012
H 3.121 2.296 -5.222 0.0734
H 4.011 2.362 -6.684 0.0732
H 2.277 2.105 -6.717 0.0726
H 2.206 -4.053 -8.034 0.1196
H 0.713 -3.049 -7.862 0.1138
H 1.839 -1.226 -9.029 0.0786
H 3.356 -2.113 -8.907 0.0781
H 2.048 -2.657 -10.070 0.0814
C 3.863 -7.124 6.247 -0.0727
C 3.751 -8.476 6.954 -0.2524
O 2.375 -8.849 6.836 -0.1984
P 1.655 -9.657 5.601 0.5441
O 2.524 -10.687 4.902 -0.2679
O 0.293 -10.256 6.293 -0.1853
C -0.454 -11.181 5.530 -0.2934
C -1.773 -10.512 5.270 -0.0732
O 1.166 -8.518 4.565 -0.1786
C 0.360 -7.501 5.020 -0.2966
C -0.519 -7.005 3.798 -0.0594
H 4.801 -6.674 6.572 0.0754
H 3.664 -7.135 5.176 0.0799
H 3.117 -6.466 6.694 0.0716
H 4.477 -9.180 6.547 0.1136
H 4.043 -8.457 8.004 0.1183
H -0.040 -11.597 4.612 0.1202
H -0.614 -12.058 6.156 0.1210
H -2.508 -11.102 4.723 0.0796
H -2.276 -10.325 6.219 0.0815
H -1.652 -9.548 4.776 0.0604
H -0.227 -7.785 5.893 0.1113
H 0.871 -6.617 5.402 0.1084
H 0.031 -6.443 3.043 0.0644
H -0.846 -7.808 3.136 0.0600
H -1.423 -6.422 3.971 0.0682
C -2.644 7.281 -13.949 -0.0704
C -2.433 6.231 -12.825 -0.2272
O -1.628 6.872 -11.761 -0.1884
P -1.024 6.008 -10.527 0.5002
O -0.310 6.845 -9.560 -0.2263
O -2.366 5.265 -9.892 -0.1817
C -2.397 4.505 -8.726 -0.3022
C -1.913 3.084 -8.845 -0.0792
O -0.185 4.807 -11.273 -0.2248
C 1.076 5.078 -11.852 -0.2574
C 1.905 3.733 -11.653 -0.0519
H -3.453 6.908 -14.576 0.0730
H -2.874 8.284 -13.589 0.0755
H -1.741 7.404 -14.547 0.0695
H -3.397 5.835 -12.505 0.1113
H -1.906 5.381 -13.259 0.1061
H -1.790 5.023 -7.983 0.1142
H -3.390 4.495 -8.276 0.1209
H -1.857 2.540 -7.902 0.0799
H -2.407 2.478 -9.605 0.0788
H -0.894 2.979 -9.218 0.0600
H 0.962 5.154 -12.933 0.1048
H 1.520 6.028 -11.554 0.1161
H 1.182 2.930 -11.798 0.0711
H 2.813 3.620 -12.245 0.0666
H 2.286 3.655 -10.635 0.0621
C -2.697 -0.484 7.458 -0.0528
C -1.514 -0.391 8.457 -0.2680
O -1.102 -1.726 8.548 -0.1750
P 0.193 -2.171 9.349 0.3811
O 0.580 -3.558 9.255 -0.2049
O -0.180 -1.722 10.817 -0.1937
C 0.610 -1.831 12.017 -0.2233
C 1.326 -0.504 12.346 -0.0627
O 1.378 -1.113 8.995 -0.2021
C 1.809 -1.107 7.659 -0.2777
C 2.744 0.145 7.624 -0.0574
H -3.191 0.457 7.218 0.0748
H -2.445 -1.035 6.552 0.0759
H -3.437 -1.161 7.884 0.0715
H -0.729 0.265 8.082 0.1084
H -1.709 0.039 9.440 0.1197
H -0.103 -2.103 12.795 0.1173
H 1.334 -2.620 11.815 0.1168
H 1.915 -0.260 11.462 0.0628
H 0.726 0.385 12.540 0.0759
H 1.975 -0.738 13.190 0.0756
H 2.331 -1.987 7.284 0.1182
H 0.947 -1.009 6.999 0.1066
H 3.607 -0.002 8.273 0.0708
H 3.081 0.461 6.636 0.0727
H 2.287 0.983 8.151 0.0699
```

Summary:
* total charge: 0
* HOMO-LUMO gap: 7.71 eV
* total energy: -10063.48590 hartree
* energy relative to the best compared isomer or geometry (same formula, charge and spin): 202.3 kJ/mol
* lowest unoccupied orbital energy: -2.27 eV
* highest occupied orbital energy: -9.98 eV